Run w
Here is a single ClH2O2PS2 molecule from the OMol25 dataset. Energies are from wB97M-V/def2-TZVPD.

Output
**Structure (SMILES)**: O=[S@](=S)(Cl)OP
**LUMO energy**: -0.435 eV

The geometry in ORCA input format:
```
! RIJCOSX wB97M-V def2-TZVPD def2/J DEFGRID3
* xyz 0 1
O -0.706 -1.814 0.384
S -0.997 -0.446 0.525
S -1.600 0.257 2.154
Cl -2.122 0.043 -1.074
O 0.366 0.431 0.379
P 1.162 0.575 -1.058
H 2.007 -0.566 -0.792
H 1.889 1.520 -0.518
*
```

Run x
Here is a molecular structure, ClH2O2PS2 from the OMol25 dataset. Energies are from wB97M-V/def2-TZVPD.

Output
**LUMO energy (spin up / spin down)**: -2.219 / -2.546 eV

The geometry in ORCA input format:
```
! RIJCOSX wB97M-V def2-TZVPD def2/J DEFGRID3
* xyz 0 1
O 0.917 -0.972 1.172
O 0.809 1.379 0.661
P -0.119 0.283 1.392
S -1.695 0.267 0.074
S -1.635 -0.115 -3.950
Cl -0.759 -0.845 -2.269
H 0.900 -1.594 1.836
H 1.582 1.596 1.084
*
```

Taking the most stable structure as the zero point, the relative energies in kJ/mol are run w 55.3; run x 0.0.

Run w
Here is 2 unconnected molecules or ions with the total composition C2H7NO3 from the OMol25 dataset. Energies are from wB97M-V/def2-TZVPD.

Output
**Structure (SMILES)**: NCOC=O.O
**LUMO energy**: 0.385 eV

The geometry in ORCA input format:
```
! RIJCOSX wB97M-V def2-TZVPD def2/J DEFGRID3
* xyz 0 1
N 0.000 0.000 0.000
C -0.444 -0.390 -1.307
O 0.644 -0.450 -2.141
C 0.447 -0.767 -3.443
O 1.332 -0.816 -4.269
H 0.153 1.003 -0.151
H -0.794 -0.073 0.645
H -0.968 -1.356 -1.182
H -1.173 0.339 -1.713
H -0.634 -0.815 -3.683
O 0.678 -1.903 1.125
H 0.268 -2.519 0.477
H 0.272 -1.029 0.928
*
```

Run x
Here is 2 unconnected molecules or ions with the total composition C2H7NO3 from the OMol25 dataset. Energies are from wB97M-V/def2-TZVPD.

Output
**Structure (SMILES)**: O=CNCO.O
**LUMO energy**: 0.764 eV

The geometry in ORCA input format:
```
! RIJCOSX wB97M-V def2-TZVPD def2/J DEFGRID3
* xyz 0 1
O -1.099 0.838 1.239
C -1.494 1.032 0.112
N -0.720 0.766 -0.985
C 0.712 0.671 -0.880
O 1.169 -0.642 -0.884
H -2.490 1.433 -0.121
H -1.132 1.014 -1.867
H 1.134 1.084 -1.757
H 1.054 1.342 -0.103
H 0.834 -1.060 -0.073
O 0.341 -2.068 1.708
H 0.812 -2.742 1.218
H 0.880 -1.669 2.392
*
```

Run y
Here is a molecular structure, C2H7NO3 from the OMol25 dataset. Energies are from wB97M-V/def2-TZVPD.

Output
**LUMO energy**: 0.162 eV

The geometry in ORCA input format:
```
! RIJCOSX wB97M-V def2-TZVPD def2/J DEFGRID3
* xyz 0 1
H 1.056 0.664 -0.566
O 0.635 1.777 -0.995
N 1.039 -0.424 0.120
H 0.745 1.779 -1.985
H 1.831 -0.645 0.675
H 1.187 -1.116 -0.623
C -0.159 -0.760 1.013
H -0.194 -1.834 1.164
H -0.085 0.006 1.845
C -1.509 -0.332 0.281
O -2.485 -1.036 0.432
O -1.546 0.673 -0.547
H -0.514 1.247 -0.814
*
```

Run z
Here is a single C2H7NO3 molecule from the OMol25 dataset. Energies are from wB97M-V/def2-TZVPD.

Output
**Structure (SMILES)**: NOCC(O)O
**LUMO energy**: 0.799 eV

The geometry in ORCA input format:
```
! RIJCOSX wB97M-V def2-TZVPD def2/J DEFGRID3
* xyz 0 1
N -0.613 -1.100 -1.689
O -0.094 0.186 -1.343
C -0.614 0.603 0.123
C 0.481 -0.073 0.841
O 1.691 0.546 0.733
O -0.222 0.328 2.238
H -1.423 -0.935 -2.287
H 0.100 -1.536 -2.270
H -1.590 0.141 0.231
H -0.561 1.688 0.102
H 0.468 -1.164 0.808
H 2.179 0.162 -0.005
H 0.197 1.153 2.518
*
```

Taking the most stable structure as the zero point, the relative energies in kJ/mol are run w 154.3; run x 0.0; run y 58.4; run z 323.7.

Run w
Here is 2 unconnected molecules or ions with the total composition C2H7NO3 from the OMol25 dataset. Energies are from wB97M-V/def2-TZVPD.

Output
**Structure (SMILES)**: CNC(=O)O.O
**LUMO energy**: 0.425 eV

The geometry in ORCA input format:
```
! RIJCOSX wB97M-V def2-TZVPD def2/J DEFGRID3
* xyz 0 1
C 2.050 0.774 -0.351
N 1.278 0.127 0.694
C -0.055 -0.199 0.567
O -0.872 -0.030 1.434
O -0.400 -0.816 -0.578
H 1.636 1.767 -0.550
H 2.109 0.226 -1.280
H 3.063 0.933 0.003
H 1.512 0.342 1.647
H 0.376 -1.005 -1.125
O -3.809 -0.517 -0.414
H -3.900 -1.398 -0.031
H -2.985 -0.205 -0.015
*
```

Run x
Here is a molecular structure, C2H7NO3 from the OMol25 dataset. Energies are from wB97M-V/def2-TZVPD.

Output
**LUMO energy**: 0.212 eV

The geometry in ORCA input format:
```
! RIJCOSX wB97M-V def2-TZVPD def2/J DEFGRID3
* xyz 0 1
H 0.567 0.553 -1.073
O -0.020 1.555 -1.493
N 1.008 -0.464 -0.464
H -0.825 1.345 -2.015
H 2.057 -0.612 -0.390
H 0.806 -1.231 -1.097
C 0.358 -0.541 0.916
H 0.648 -1.474 1.521
H 0.850 0.158 1.615
C -1.218 -0.261 0.939
O -1.835 -1.190 1.479
O -1.558 0.857 0.467
H -0.840 1.305 -0.406
*
```

Run y
Here is 2 unconnected molecules or ions with the total composition C2H7NO3 from the OMol25 dataset. Energies are from wB97M-V/def2-TZVPD.

Output
**Structure (SMILES)**: NCC(=O)O.O
**LUMO energy**: 0.610 eV

The geometry in ORCA input format:
```
! RIJCOSX wB97M-V def2-TZVPD def2/J DEFGRID3
* xyz 0 1
N 1.343 1.591 0.413
C 1.562 0.163 0.449
C 0.611 -0.687 -0.369
O -0.050 -0.257 -1.278
O 0.429 -1.908 0.101
H 1.854 2.062 -0.335
H 0.373 1.810 0.209
H 1.410 -0.142 1.488
H 2.616 -0.060 0.281
H -0.445 -2.274 -0.054
O -3.337 -0.370 0.002
H -3.856 0.337 -0.410
H -2.510 -0.265 -0.498
*
```

Taking the most stable structure as the zero point, the relative energies in kJ/mol are run w 0.0; run x 139.3; run y 27.7.

Run w
Here is 3 unconnected molecules or ions with the total composition C5H15N3O from the OMol25 dataset. Energies are from wB97M-V/def2-TZVPD.

Output
**LUMO energy**: 0.918 eV

The geometry in ORCA input format:
```
! RIJCOSX wB97M-V def2-TZVPD def2/J DEFGRID3
* xyz 0 1
C -1.172 0.900 1.601
C 0.055 0.921 2.460
C -1.713 -0.290 1.144
O -0.201 1.913 -0.059
H -0.381 2.854 -0.136
H -1.823 1.760 1.689
H 0.568 1.879 2.387
H 0.753 0.141 2.155
H -0.225 0.748 3.504
H -1.254 -1.216 1.478
H -1.200 -0.390 -0.382
H -2.784 -0.345 0.985
C 0.455 -1.052 -1.644
N -0.653 -0.163 -1.413
N 0.079 -2.232 -2.344
N 2.158 0.400 -0.660
C 1.693 -0.787 -1.196
H -1.299 -0.202 -2.197
H -0.409 0.920 -1.058
H -0.385 -2.920 -1.759
H 0.855 -2.668 -2.822
H 1.459 1.064 -0.315
H 2.979 0.321 -0.084
H 2.444 -1.556 -1.333
*
```

Run x
Here is a single C5H15N3O molecule from the OMol25 dataset. Energies are from wB97M-V/def2-TZVPD.

Output
**Structure (SMILES)**: CC[C@@H](C)N(N)N(C)O
**LUMO energy**: 0.948 eV

The geometry in ORCA input format:
```
! RIJCOSX wB97M-V def2-TZVPD def2/J DEFGRID3
* xyz 0 1
C 1.884 -0.963 -0.784
C 0.534 -1.368 -0.221
C -0.705 -0.430 -0.621
C -2.011 -1.095 -0.160
N -0.751 0.976 -0.205
N -0.631 1.869 -1.304
N 0.140 1.380 0.877
C -0.009 0.780 2.186
O 1.504 1.719 0.609
H 1.792 -0.425 -1.731
H 2.495 -1.854 -0.968
H 2.447 -0.357 -0.072
H 0.284 -2.348 -0.649
H 0.605 -1.537 0.857
H -0.716 -0.483 -1.719
H -2.105 -1.103 0.930
H -2.882 -0.568 -0.566
H -2.065 -2.132 -0.508
H -1.306 1.666 -2.040
H 0.279 1.810 -1.757
H -0.577 1.457 2.832
H -0.531 -0.178 2.169
H 0.960 0.609 2.670
H 1.366 2.576 0.175
*
```

Run y
Here is 2 unconnected molecules or ions with the total composition C5H15N3O from the OMol25 dataset. Energies are from wB97M-V/def2-TZVPD.

Output
**Structure (SMILES)**: [H]/N=C(\C)N(C)C.CNO
**LUMO energy**: 0.859 eV

The geometry in ORCA input format:
```
! RIJCOSX wB97M-V def2-TZVPD def2/J DEFGRID3
* xyz 0 1
H 0.906 -0.333 2.212
N 1.051 -0.444 1.214
C 0.484 0.543 0.529
C -0.178 1.698 1.251
N 0.997 0.797 -0.750
C 1.972 -0.132 -1.289
C 0.137 1.367 -1.769
H -1.081 1.343 1.753
H 0.503 2.099 2.005
H -0.466 2.532 0.606
H 2.566 0.382 -2.048
H 2.613 -0.476 -0.482
H 1.502 -1.009 -1.754
H -0.407 0.588 -2.318
H 0.742 1.928 -2.482
H -0.593 2.046 -1.339
C -0.838 -2.298 0.531
N -1.640 -1.224 0.105
O -2.429 -0.772 1.227
H -1.333 -2.947 1.248
H 0.238 -1.691 0.975
H -0.478 -2.859 -0.327
H -0.932 -0.351 0.002
H -3.335 -0.789 0.899
*
```

Taking the most stable structure as the zero point, the relative energies in kJ/mol are run w 0.0; run x 148.5; run y 98.0.